No. 1
Computed, not measured: a molecular structure, C25H35LuN7O2 in a non-equilibrium geometry, with wB97M-V/def2-TZVPD.

CARTESIAN COORDINATES (ANGSTROEM)
Lu (-7.46044, -3.82804, -17.70828)
C (-4.19027, -3.96847, -19.58056)
C (-5.09206, -4.84376, -18.74930)
C (-6.05700, -5.66886, -19.36181)
C (-6.91453, -6.47749, -18.58101)
C (-7.87972, -7.38278, -19.24102)
C (-6.75402, -6.51971, -17.19733)
C (-5.77588, -5.73892, -16.55178)
C (-5.44872, -5.81082, -15.09428)
C (-4.95397, -4.93436, -17.34734)
H (-3.28963, -4.55748, -19.85077)
H (-3.82802, -3.10844, -19.04051)
H (-4.66637, -3.66461, -20.51118)
H (-6.18025, -5.58506, -20.43902)
H (-7.29602, -8.23733, -19.58059)
H (-8.31757, -6.94926, -20.13681)
H (-8.68199, -7.71673, -18.57930)
H (-7.39520, -7.12000, -16.59151)
H (-4.42566, -6.20255, -14.97519)
H (-6.17444, -6.47244, -14.58188)
H (-5.45851, -4.83907, -14.62259)
H (-4.18947, -4.31684, -16.87209)
N (-10.01577, -5.05272, -15.69133)
C (-10.22343, -3.64968, -15.22319)
C (-10.51536, -3.42641, -13.76020)
C (-11.79686, -4.08589, -13.22577)
C (-12.26357, -3.40540, -11.92391)
N (-12.80337, -2.05530, -12.15405)
C (-14.07363, -1.68743, -12.26333)
N (-14.34446, -0.42158, -12.59319)
N (-15.07325, -2.55876, -12.12901)
C (-8.95806, -3.09933, -15.88859)
O (-7.76390, -3.44111, -15.58855)
O (-9.13875, -2.66493, -17.06219)
H (-10.86597, -5.52350, -15.91779)
H (-9.48825, -5.55960, -15.00585)
H (-11.04026, -3.22267, -15.80604)
H (-10.57185, -2.32932, -13.63230)
H (-9.65736, -3.72025, -13.16789)
H (-11.67655, -5.14859, -13.01846)
H (-12.59269, -4.01554, -13.97329)
H (-11.42246, -3.30112, -11.24282)
H (-13.01948, -4.00752, -11.40982)
H (-12.14506, -1.29604, -12.01829)
H (-13.62584, 0.26592, -12.77039)
H (-15.28240, -0.06783, -12.52766)
H (-14.96990, -3.47332, -11.72172)
H (-16.02579, -2.24014, -12.25078)
N (-7.51175, -1.73814, -20.57821)
C (-8.51838, -2.67749, -20.60567)
C (-9.38401, -2.63246, -21.70928)
C (-10.42960, -3.51671, -21.79677)
C (-10.62723, -4.44418, -20.76288)
C (-9.74055, -4.42752, -19.73163)
N (-8.67265, -3.60448, -19.63797)
C (-6.71982, -1.20607, -19.59124)
C (-6.12555, 0.04754, -19.77096)
C (-5.32754, 0.56626, -18.78122)
C (-5.11407, -0.15558, -17.59049)
C (-5.72176, -1.38716, -17.49458)
N (-6.49877, -1.91588, -18.46771)
H (-7.58564, -1.15152, -21.40344)
H (-9.25208, -1.86594, -22.46668)
H (-11.09609, -3.50391, -22.64269)
H (-11.45715, -5.13080, -20.76044)
H (-9.85961, -5.12478, -18.93263)
H (-6.28446, 0.60998, -20.69442)
H (-4.92537, 1.56907, -18.91071)
H (-4.48661, 0.20213, -16.79487)
H (-5.61794, -1.97924, -16.58130)

**Relative energy (zero: lowest compared OMol25 entry of this formula, charge and spin)**: 0.0 kJ/mol
**Net charge**: +3
**E_tot**: -2742.3273 Eh
**HOMO energy**: -16.1 eV
**LUMO level**: -7.47 eV
**HOMO-LUMO gap**: 0.316 Ha

The natural (NBO) scheme yields these atomic charges, measured in e: number 1, Lu, carries 1.9663; number 2, C, carries -0.6504; number 3, C, carries -0.0139; number 4, C, carries -0.2412; number 5, C, carries -0.0212; number 6, C, carries -0.6527; number 7, C, carries -0.2103; number 8, C, carries -0.0301; number 9, C, carries -0.6429; number 10, C, carries -0.2284; number 11, H, carries 0.2737; number 12, H, carries 0.2357; number 13, H, carries 0.2343; number 14, H, carries 0.2568; number 15, H, carries 0.2727; number 16, H, carries 0.2367; number 17, H, carries 0.2353; number 18, H, carries 0.2437; number 19, H, carries 0.2661; number 20, H, carries 0.2337; number 21, H, carries 0.2466; number 22, H, carries 0.2481; number 23, N, carries -0.8272; number 24, C, carries -0.1146; number 25, C, carries -0.4247; number 26, C, carries -0.4120; number 27, C, carries -0.2125; number 28, N, carries -0.5680; number 29, C, carries 0.6805; number 30, N, carries -0.7551; number 31, N, carries -0.7583; number 32, C, carries 0.7992; number 33, O, carries -0.7618; number 34, O, carries -0.7327; number 35, H, carries 0.3934; number 36, H, carries 0.3813; number 37, H, carries 0.2266; number 38, H, carries 0.2095; number 39, H, carries 0.2267; number 40, H, carries 0.2363; number 41, H, carries 0.2108; number 42, H, carries 0.2349; number 43, H, carries 0.2146; number 44, H, carries 0.4196; number 45, H, carries 0.4283; number 46, H, carries 0.4309; number 47, H, carries 0.4326; number 48, H, carries 0.4333; number 49, N, carries -0.5592; number 50, C, carries 0.4251; number 51, C, carries -0.2580; number 52, C, carries -0.0863; number 53, C, carries -0.2407; number 54, C, carries 0.0599; number 55, N, carries -0.6360; number 56, C, carries 0.4262; number 57, C, carries -0.2567; number 58, C, carries -0.0875; number 59, C, carries -0.2338; number 60, C, carries 0.0555; number 61, N, carries -0.6465; number 62, H, carries 0.4246; number 63, H, carries 0.2438; number 64, H, carries 0.2579; number 65, H, carries 0.2554; number 66, H, carries 0.2100; number 67, H, carries 0.2511; number 68, H, carries 0.2610; number 69, H, carries 0.2599; number 70, H, carries 0.2240


No. 2
Computed, not measured: a molecular structure, C25H35N2RuS in a non-equilibrium geometry, with wB97M-V/def2-TZVPD.

CARTESIAN COORDINATES (ANGSTROEM)
C (1.02571, -2.20794, 0.34081)
C (1.99078, -1.43464, -0.47202)
C (1.52943, -1.49999, -1.83840)
C (0.35910, -2.27806, -1.88878)
C (-0.00241, -2.66486, -0.57804)
Ru (0.39337, -0.24746, 0.42766)
C (-1.85742, 1.39975, -0.81978)
C (-1.44218, 0.88812, 0.56402)
H (-1.46067, 1.64439, 1.35964)
C (-1.57867, -0.48196, 0.99093)
H (-2.20806, -1.17605, 0.43027)
H (-1.59550, -0.68496, 2.06329)
C (-2.83984, 2.58984, -0.67649)
H (-2.45484, 3.39022, -0.02934)
H (-3.00857, 3.03382, -1.66585)
H (-3.80194, 2.24318, -0.28798)
C (-2.58628, 0.27418, -1.57558)
H (-1.90804, -0.53150, -1.87108)
H (-3.35836, -0.16127, -0.93726)
H (-3.08972, 0.64825, -2.47431)
C (3.39457, -1.16831, -0.07346)
H (3.51293, -1.18687, 1.01213)
H (4.06356, -1.92624, -0.51022)
H (3.72672, -0.18980, -0.44031)
C (2.30951, -1.04258, -3.01294)
H (2.76755, -0.06033, -2.83779)
H (3.11620, -1.75211, -3.25768)
H (1.67407, -0.95266, -3.90284)
C (-0.27232, -2.78489, -3.14055)
H (-0.21973, -2.04867, -3.95441)
H (0.24484, -3.69316, -3.48841)
H (-1.32464, -3.04991, -2.97926)
C (-1.11639, -3.57343, -0.22697)
H (-2.03853, -3.29880, -0.76302)
H (-0.88242, -4.61791, -0.49240)
H (-1.32408, -3.53552, 0.84854)
C (1.28990, -2.72100, 1.70643)
H (0.34638, -2.86378, 2.24613)
H (1.84079, -3.67180, 1.68966)
H (1.87315, -1.98358, 2.26759)
C (-0.62996, 1.87401, -1.56946)
C (0.06130, 2.87141, -0.95597)
C (-0.26994, 1.42150, -2.84721)
C (1.05609, 3.58614, -1.63172)
H (-0.21634, 3.03203, 0.10078)
C (0.69709, 2.13409, -3.55730)
H (-0.76678, 0.55698, -3.30683)
C (1.30150, 3.25957, -2.97000)
H (1.60194, 4.38347, -1.10949)
H (0.92838, 1.80355, -4.57054)
H (1.97058, 3.87207, -3.57122)
C (0.46524, -0.58889, 4.70244)
N (0.04747, 0.75658, 4.33443)
C (-0.83338, 1.56656, 5.05431)
C (-0.99764, 2.70814, 4.34390)
N (-0.23020, 2.58530, 3.19273)
C (0.40938, 1.38611, 3.18604)
S (1.54248, 0.85089, 2.01922)
H (-0.05887, -1.34669, 4.10051)
H (1.54453, -0.69989, 4.54369)
H (0.22669, -0.74295, 5.75841)
H (-1.23294, 1.24319, 6.00264)
H (-1.57989, 3.58642, 4.54542)
H (-0.12468, 3.27868, 2.45326)

**Expectation value of S²**: 6.038
**Net charge**: +1
**E_tot**: -1575.8936 Eh
**HOMO energy (spin up / spin down)**: -9.1 / -10.5 eV
**LUMO level (spin up / spin down)**: -2.16 / -3.91 eV
**HOMO-LUMO gap (spin up / spin down)**: 0.255 / 0.244 Ha
**2S+1**: 5

The natural (NBO) scheme yields these atomic charges, measured in e: number 1, C, carries -0.0903; number 2, C, carries -0.2236; number 3, C, carries 0.0827; number 4, C, carries -0.0790; number 5, C, carries 0.0275; number 6, Ru, carries 0.9050; number 7, C, carries -0.1080; number 8, C, carries -0.3222; number 9, H, carries 0.2123; number 10, C, carries -0.5369; number 11, H, carries 0.2364; number 12, H, carries 0.2144; number 13, C, carries -0.5937; number 14, H, carries 0.2021; number 15, H, carries 0.2266; number 16, H, carries 0.2195; number 17, C, carries -0.6137; number 18, H, carries 0.2114; number 19, H, carries 0.2171; number 20, H, carries 0.2288; number 21, C, carries -0.6309; number 22, H, carries 0.2228; number 23, H, carries 0.2304; number 24, H, carries 0.2260; number 25, C, carries -0.6643; number 26, H, carries 0.2368; number 27, H, carries 0.2403; number 28, H, carries 0.2254; number 29, C, carries -0.6468; number 30, H, carries 0.2207; number 31, H, carries 0.2352; number 32, H, carries 0.2254; number 33, C, carries -0.6616; number 34, H, carries 0.2263; number 35, H, carries 0.2423; number 36, H, carries 0.2195; number 37, C, carries -0.6519; number 38, H, carries 0.2124; number 39, H, carries 0.2368; number 40, H, carries 0.2231; number 41, C, carries -0.0669; number 42, C, carries -0.1550; number 43, C, carries -0.2159; number 44, C, carries -0.2205; number 45, H, carries 0.1809; number 46, C, carries -0.2002; number 47, H, carries 0.2264; number 48, C, carries -0.2057; number 49, H, carries 0.2255; number 50, H, carries 0.2261; number 51, H, carries 0.2274; number 52, C, carries -0.4109; number 53, N, carries -0.3342; number 54, C, carries -0.0614; number 55, C, carries -0.0495; number 56, N, carries -0.5153; number 57, C, carries 0.2624; number 58, S, carries -0.1470; number 59, H, carries 0.2215; number 60, H, carries 0.2416; number 61, H, carries 0.2325; number 62, H, carries 0.2516; number 63, H, carries 0.2513; number 64, H, carries 0.4511


What is the E_tot in the first record? -2742.3273 Eh


The lowest E_tot belongs to which entry? C25H35LuN7O2


Which of these has the highest net charge? C25H35LuN7O2


Which formula does entry 1 have? C25H35LuN7O2